# 1
Formula: C4H14N2
Source: OMol25
Level of theory: ωB97M-V with the def2-TZVPD basis set

## Properties
Total charge: -1
Orbital gap (alpha / beta) in eV: 2.5 / 8.7
<S²>: 0.750
Highest occupied orbital energy (alpha / beta) in eV: 1.3 / -4.8
Multiplicity: 2
Lowest unoccupied orbital energy (alpha / beta) in eV: 3.84 / 3.95

Last column: Löwdin charge in e.
Geometry (Å):
C  1.82166  3.66349  0.25769  -0.20
C  1.23337  2.65708  -0.77120  -0.52
N  2.24036  2.19771  -1.65762  -0.11
H  1.15579  3.75025  1.11400  0.03
H  1.85076  4.72923  -0.23254  0.08
H  2.88558  3.55476  0.56317  0.05
H  0.43301  3.24789  -1.36426  0.11
H  0.65196  1.93321  -0.22107  0.04
H  2.93768  1.47899  -1.23569  0.07
H  1.97154  1.90743  -2.67385  0.07
C  -0.71424  -2.02626  0.76658  -0.40
N  -2.04066  -2.54344  0.53382  -0.27
C  -2.53962  -3.92948  0.79649  -0.26
H  -0.32821  -1.88051  -0.31990  0.04
H  -0.05183  -2.77906  1.28042  0.04
H  -0.82835  -1.01191  1.33939  0.03
H  -2.82009  -2.01568  0.80234  0.02
H  -3.67923  -3.62873  0.82709  0.07
H  -2.15363  -4.61409  -0.11530  0.07
H  -2.22991  -4.44067  1.80540  0.06

# 2
Formula: C4H14N2O
Source: OMol25
Level of theory: ωB97M-V with the def2-TZVPD basis set

## Properties
Total charge: 0
Orbital gap in eV: 9.5
Structure (SMILES): CNC[C@@H](C)N.O
Highest occupied orbital energy in eV: -8.7
Lowest unoccupied orbital energy in eV: 0.75

Last column: Löwdin charge in e.
Geometry (Å):
N  1.08857  -2.77158  -0.80626  0.02
C  0.14416  -1.65421  -0.51538  -0.42
C  -1.21809  -2.10021  -1.06829  -0.08
C  0.59174  -0.33967  -1.18211  -0.22
N  1.07314  0.61603  -0.17957  -0.14
C  -0.01361  1.19345  0.61509  -0.13
H  1.75249  -2.92089  -0.05457  0.06
H  1.70608  -2.51240  -1.56712  0.05
H  0.14239  -1.53172  0.55888  0.12
H  -1.49817  -3.03240  -0.59825  0.07
H  -1.15082  -2.15558  -2.14984  0.08
H  -2.00665  -1.42831  -0.74823  0.06
H  -0.20968  0.11728  -1.77514  0.11
H  1.43907  -0.57353  -1.83979  0.11
H  1.58119  1.36081  -0.63509  0.09
H  -0.39633  2.08635  0.10474  0.08
H  -0.88374  0.54741  0.65914  0.07
H  0.40526  1.34393  1.60830  0.08
H  -1.27965  5.00193  2.71140  0.03
H  -0.14922  4.37691  3.43467  0.04
O  -1.11812  4.37640  3.42743  -0.07

# 3
Formula: C4H14N2O
Source: OMol25
Level of theory: ωB97M-V with the def2-TZVPD basis set

## Properties
Total charge: 0
Orbital gap in eV: 8.2
Highest occupied orbital energy in eV: -7.5
Lowest unoccupied orbital energy in eV: 0.69

Last column: Löwdin charge in e.
Geometry (Å):
C  -1.12947  1.54527  -0.02621  -0.27
C  -1.16902  -0.57591  -0.73407  -0.28
C  -1.91616  -1.52351  0.20325  -0.19
O  -0.25870  1.94083  0.79300  -0.20
H  0.71541  0.56772  1.44662  0.10
H  -2.14921  1.32215  0.31933  0.08
H  -1.07497  1.87604  -1.07448  0.08
H  -1.85676  -0.14807  -1.46380  0.05
H  -0.42639  -1.12619  -1.33709  0.05
H  -2.65979  -0.97880  0.79371  0.06
H  -2.44904  -2.32707  -0.31866  0.06
H  -1.24696  -2.01664  0.92017  0.05
C  2.29765  0.02515  0.16038  -0.26
N  1.01386  -0.26175  0.90825  0.08
N  2.16340  1.04799  -0.82558  0.03
H  1.57784  0.74649  -1.59511  0.07
H  1.73492  1.87907  -0.42645  0.07
H  1.05465  -1.09801  1.48279  0.13
H  0.12060  -0.29637  0.18487  0.05
H  2.60814  -0.90847  -0.30860  0.12
H  3.05000  0.31006  0.89770  0.12

# 4
Formula: C4H14N2O
Source: OMol25
Level of theory: ωB97M-V with the def2-TZVPD basis set

## Properties
Total charge: 0
Orbital gap in eV: 9.4
Structure (SMILES): NCCCCN.O
Highest occupied orbital energy in eV: -8.4
Lowest unoccupied orbital energy in eV: 1.00

Last column: Löwdin charge in e.
Geometry (Å):
C  -0.41243  -0.00440  2.50823  -0.22
C  0.57482  -1.03386  1.69338  -0.22
C  0.73602  -0.64834  0.17073  -0.22
C  1.26515  0.81324  -0.07520  -0.34
N  2.61628  1.03139  0.18787  -0.05
N  -1.78281  0.09810  1.68689  -0.05
H  0.00321  1.03338  2.67734  0.09
H  -0.59720  -0.65807  3.48844  0.12
H  0.16209  -2.03928  1.67963  0.08
H  1.58466  -1.26769  2.19579  0.11
H  1.51766  -1.35058  -0.14051  0.09
H  -0.25163  -0.86219  -0.31191  0.10
H  0.75911  1.46602  0.61177  0.07
H  1.01434  1.03957  -1.19456  0.14
H  3.29717  1.07808  -0.58441  0.07
H  3.07292  0.82792  1.14511  0.12
H  -2.05729  1.18858  1.60779  0.11
H  -2.51092  -0.32286  2.23621  0.02
H  -2.88819  -0.75262  -6.04005  0.03
H  -3.33962  0.55606  -6.73483  0.02
O  -2.76335  -0.19244  -6.80767  -0.05

# 5
Formula: C4H14N2O
Source: OMol25
Level of theory: ωB97M-V with the def2-TZVPD basis set

## Properties
Total charge: 0
Orbital gap in eV: 9.6
Structure (SMILES): CN(C)CCN.O
Highest occupied orbital energy in eV: -8.8
Lowest unoccupied orbital energy in eV: 0.76

Last column: Löwdin charge in e.
Geometry (Å):
N  -0.18103  1.83582  -1.38125  0.02
C  0.44333  1.86271  -0.03796  -0.28
C  0.96937  0.55132  0.64544  -0.26
N  0.00801  -0.49681  0.50305  -0.31
C  0.42002  -1.86039  0.85414  -0.10
C  -1.22464  -0.05210  1.15224  -0.11
H  0.59199  1.42418  -1.88164  0.05
H  -0.86446  1.07337  -1.52514  0.04
H  1.50071  2.23827  -0.21208  0.12
H  -0.14289  2.36857  0.74151  0.10
H  1.76288  0.34518  -0.15789  0.12
H  1.56030  0.67954  1.56894  0.12
H  -0.16100  -2.82364  0.51024  0.11
H  0.43934  -1.92622  1.91021  0.05
H  1.38359  -2.08458  0.33660  0.09
H  -1.74648  0.76336  0.67020  0.06
H  -1.96836  -0.86994  1.14444  0.08
H  -1.03530  0.25543  2.31309  0.13
H  -0.23323  -1.78456  -2.55388  0.05
H  -0.58339  -0.39413  -2.02642  -0.03
O  -0.93876  -1.10539  -2.57386  -0.07

# 6
Formula: C4H14N2O
Source: OMol25
Level of theory: ωB97M-V with the def2-TZVPD basis set

## Properties
Total charge: +2
Orbital gap in eV: 10.8
Highest occupied orbital energy in eV: -18.8
Lowest unoccupied orbital energy in eV: -7.99

Last column: Löwdin charge in e.
Geometry (Å):
C  -0.28164  -0.91389  -0.87421  -0.11
C  0.67872  -1.15365  0.29547  -0.14
C  1.61558  0.00788  0.58697  -0.11
C  0.86435  2.38575  0.67373  0.20
N  0.93320  1.20492  1.12903  0.07
N  -0.75614  -2.21058  -1.49161  0.22
H  -1.12663  -0.31036  -0.58871  0.11
H  0.27745  -0.40473  -1.64696  0.14
H  0.16215  -1.43432  1.21573  0.14
H  1.34816  -1.97949  0.04989  0.14
H  2.30816  -0.27319  1.38216  0.15
H  2.23557  0.29291  -0.25902  0.15
H  1.52658  2.78217  -0.08545  0.14
H  0.19634  3.14364  1.07401  0.13
H  0.33705  1.00469  1.93054  0.18
H  -0.29141  -3.05392  -1.15254  0.18
H  -0.64967  -2.16438  -2.50786  0.18
H  -1.75861  -2.37512  -1.32162  0.19
H  -2.99127  1.24359  0.28179  0.06
H  -2.46511  2.46096  0.94921  0.07
O  -2.16285  1.74711  0.35945  -0.07

# 7
Formula: C4H14N2O
Source: OMol25
Level of theory: ωB97M-V with the def2-TZVPD basis set

## Properties
Total charge: +2
Orbital gap in eV: 10.1
Highest occupied orbital energy in eV: -17.9
Lowest unoccupied orbital energy in eV: -7.81

Last column: Löwdin charge in e.
Geometry (Å):
C  -1.54553  -0.60045  0.83860  -0.12
C  -0.10432  -0.44044  1.28819  -0.17
C  0.97099  0.04123  0.37026  -0.06
C  2.05342  -0.64453  -0.05412  -0.01
N  3.33574  0.21347  -0.08161  0.21
N  -2.22219  0.68581  0.37971  0.20
H  -1.67890  -1.38966  0.09103  0.15
H  -2.14450  -0.89216  1.71605  0.15
H  0.03837  -0.03664  2.30688  0.15
H  0.18370  -1.42890  1.70994  0.15
H  1.02238  1.13499  0.25125  0.13
H  2.16792  -1.42904  -0.79257  0.14
H  3.45709  0.54835  0.86853  0.17
H  4.06332  -0.46067  -0.33500  0.17
H  3.32223  0.88769  -0.85368  0.18
H  -2.12125  1.46449  1.03159  0.18
H  -2.00944  0.88346  -0.60798  0.11
H  -3.22327  0.48046  0.45213  0.18
H  -1.67519  0.98411  -3.17970  0.07
H  -2.20435  -0.33560  -2.93238  0.08
O  -1.68622  0.33405  -2.46711  -0.04

# 8
Formula: C4H14N2O2
Source: OMol25
Level of theory: ωB97M-V with the def2-TZVPD basis set

## Properties
Total charge: 0
Orbital gap in eV: 9.8
Structure (SMILES): NCNCCCO.O
Highest occupied orbital energy in eV: -9.1
Lowest unoccupied orbital energy in eV: 0.77

Last column: Löwdin charge in e.
Geometry (Å):
C  -0.74523  -0.88230  -0.04927  -0.21
C  -1.33002  -0.50105  -1.38622  -0.17
C  -0.24253  -0.15933  -2.40346  -0.27
O  0.77292  -1.15707  -2.42965  -0.07
N  -1.41285  -0.10637  1.04849  -0.09
C  -0.59366  -0.05022  2.23510  -0.29
N  0.63905  0.76449  2.03592  0.00
H  0.30626  -0.63957  0.02976  0.08
H  -0.90635  -1.90094  0.26552  0.11
H  -1.92092  -1.27719  -1.84831  0.11
H  -2.04602  0.31402  -1.29683  0.11
H  -0.63532  -0.15446  -3.42600  0.11
H  0.16820  0.85327  -2.28812  0.12
H  1.55975  -0.84618  -1.96876  0.07
H  -1.62805  0.83606  0.74297  0.09
H  -0.30783  -1.07829  2.46688  0.12
H  -1.19282  0.38483  3.02123  0.10
H  0.53288  1.62925  2.54072  0.07
H  1.46527  0.28812  2.37395  0.07
H  1.93840  0.86375  0.50186  -0.02
H  2.82170  1.89008  -0.13460  0.04
O  2.75717  0.92909  -0.03117  -0.09

Sequential relative energy (zero: lowest compared OMol25 entry of this formula, charge and spin) output: 2.104 1.635 4.001 2.790 3.082 0.797 1.885 0.998 eV